A cluster of 12 separate species, C99H220N12O3 in total, computed with the ωB97M-V functional and the def2-TZVPD basis.

gap between HOMO and LUMO	7.261	eV
HOMO level	-23.64	eV
net charge	+10
electronic energy	-4781.9032	Ha

Each line ends with the Mulliken charge.
CARTESIAN COORDINATES (ANGSTROEM)
N  -0.110644  1.573662  -0.269230  0.189
O  0.297886  2.712522  -0.305900  -0.526
O  -1.186474  1.298662  0.135080  -0.757
O  0.584686  0.736892  -0.776980  0.063
C  0.457956  -4.233818  -8.116650  -1.380
C  0.581206  -2.778378  -7.646000  -0.503
C  -0.195724  -2.384008  -6.386440  -0.180
C  -0.150704  -0.836188  -6.116170  -1.071
N  -0.631864  -0.380268  -4.745260  0.867
C  -1.928534  -0.995458  -4.321240  -0.999
C  -2.730414  0.112002  -3.604600  -0.169
C  -2.006684  1.437692  -3.759330  1.420
C  -1.120984  1.096152  -4.904680  -1.634
C  0.464846  -0.569388  -3.619540  -0.266
H  0.566396  -4.925018  -7.280840  0.292
H  1.354636  -4.493318  -8.679440  0.409
H  -0.467024  -4.333148  -8.684680  0.382
H  0.248966  -2.133178  -8.459290  0.398
H  1.599936  -2.558118  -7.326960  0.358
H  0.114106  -2.923598  -5.491490  -0.074
H  -1.257834  -2.609388  -6.482530  0.462
H  -0.805874  -0.394998  -6.867320  0.543
H  0.840376  -0.419918  -6.296690  0.368
H  -1.816904  -1.918428  -3.752230  0.007
H  -2.414834  -1.325218  -5.239320  0.671
H  -2.727124  -0.227818  -2.568930  -0.240
H  -3.781584  0.140632  -3.891530  0.491
H  -1.511024  1.679302  -2.819090  -1.459
H  -2.658684  2.258582  -4.057890  0.956
H  -0.290084  1.722072  -5.230140  0.702
H  -1.721584  1.168192  -5.811430  0.487
H  0.004106  -0.693348  -2.639510  -0.122
H  1.099756  0.315762  -3.658300  0.554
H  1.089616  -1.452228  -3.754960  -0.319
C  -1.351124  4.808102  -5.401330  -1.683
C  -0.339934  4.711852  -4.222490  -0.513
C  -0.974784  4.800872  -2.785170  2.285
C  -1.934634  5.976882  -2.488070  -1.343
N  -2.833224  5.745932  -1.152150  0.255
C  -3.650844  6.973102  -0.768610  -0.411
C  -3.701514  7.161152  0.707110  -1.275
C  -2.711044  6.135252  1.207000  0.057
C  -1.863664  5.723792  0.030820  -0.061
C  -3.798474  4.496822  -1.310100  -0.838
H  -0.990734  4.730602  -6.427100  0.421
H  -1.599114  5.869352  -5.382520  0.490
H  -2.269404  4.221652  -5.370780  0.266
H  0.408706  5.501542  -4.286000  0.352
H  0.278896  3.815362  -4.184510  0.104
H  -0.086874  5.037562  -2.198930  -0.244
H  -1.203314  3.781442  -2.474310  -1.086
H  -2.685944  6.196792  -3.246540  0.732
H  -1.386394  6.914902  -2.400570  0.349
H  -4.668504  6.735432  -1.078430  0.326
H  -3.294384  7.891832  -1.234410  0.478
H  -4.727434  7.182222  1.074710  0.383
H  -3.476734  8.219852  0.836400  0.296
H  -3.211044  5.302492  1.701570  -0.251
H  -2.025574  6.571492  1.933590  0.727
H  -1.327324  4.778692  0.115720  -0.112
H  -1.214214  6.578192  -0.159740  0.438
H  -4.310724  4.818882  -2.216730  0.422
H  -4.493454  4.573992  -0.473950  0.658
H  -3.274854  3.541232  -1.282580  -0.078
C  -7.624234  -9.312058  -2.431630  -1.480
C  -7.366434  -7.921468  -2.914230  -0.380
C  -6.937734  -7.064608  -1.732280  -0.622
C  -6.489074  -5.701498  -2.242570  -1.012
N  -5.929954  -4.810088  -1.079790  0.672
C  -5.447854  -3.474948  -1.624820  -1.054
C  -4.004354  -3.312068  -1.017510  0.696
C  -3.479104  -4.729518  -0.905180  0.274
C  -4.731174  -5.443608  -0.332180  -1.300
C  -7.125254  -4.578958  -0.064980  -1.460
H  -7.885914  -9.981858  -3.250780  0.419
H  -8.317684  -9.355268  -1.591770  0.344
H  -6.699224  -9.781308  -2.096590  0.364
H  -8.231694  -7.486108  -3.414110  0.349
H  -6.580444  -8.106988  -3.646280  0.320
H  -6.316864  -7.629078  -1.036580  0.511
H  -7.793354  -6.932748  -1.070000  0.358
H  -7.267064  -5.100748  -2.713660  0.507
H  -5.645954  -5.678538  -2.933020  0.444
H  -6.132324  -2.652238  -1.418100  0.501
H  -5.437264  -3.560298  -2.711430  0.160
H  -3.981904  -2.809368  -0.050610  0.194
H  -3.517194  -2.627588  -1.711960  -0.325
H  -2.609584  -4.970058  -0.293470  0.230
H  -3.249514  -5.145468  -1.886180  0.080
H  -4.812044  -5.271358  0.741080  0.297
H  -4.701334  -6.519548  -0.504110  0.444
H  -6.818084  -3.727068  0.541680  0.681
H  -7.331284  -5.502168  0.476620  0.450
H  -8.085744  -4.299138  -0.497730  0.324
C  6.831126  2.243192  4.352070  -1.025
C  7.020876  3.531812  3.584330  -0.815
C  5.806906  4.385022  3.422510  0.794
C  5.866796  5.518272  2.397930  -1.197
N  4.501586  6.304782  2.318750  0.723
C  3.260456  5.564552  1.793770  1.236
C  2.687916  6.268832  0.536870  0.326
C  3.206836  7.625572  0.654010  -0.627
C  4.611746  7.375102  1.171900  -1.099
C  4.321996  6.990292  3.715840  -0.822
H  6.444826  2.620852  5.298770  0.268
H  7.797826  1.778582  4.546300  0.442
H  6.107836  1.677802  3.764450  0.104
H  7.402726  3.193242  2.621170  0.345
H  7.899546  4.065352  3.946780  0.501
H  5.400956  4.756552  4.363400  0.448
H  4.999586  3.800972  2.980670  -0.619
H  6.001166  5.030062  1.432690  0.283
H  6.710296  6.150902  2.674330  0.542
H  2.587606  5.512702  2.649740  -0.199
H  3.547786  4.565492  1.466000  -0.929
H  1.601626  6.336562  0.477810  -0.283
H  2.956216  5.740322  -0.377890  0.090
H  2.683016  8.300052  1.331360  0.405
H  3.133016  8.223172  -0.254570  0.362
H  4.962476  8.315312  1.597460  0.529
H  5.278476  7.108492  0.351850  0.408
H  3.731446  6.379762  4.398920  0.210
H  3.826726  7.956412  3.618820  0.361
H  5.277786  7.308842  4.131880  0.375
C  2.845756  2.970042  4.938220  -1.754
C  2.044536  2.322902  3.700870  1.568
C  0.719346  3.000642  3.487930  0.945
C  -0.384734  2.612352  4.544500  -1.156
N  -1.906114  2.969712  4.229360  0.526
C  -2.977064  2.321852  5.146690  -0.619
C  -3.516814  1.124742  4.490460  0.183
C  -3.513674  1.491302  3.046220  -0.047
C  -2.287674  2.346032  2.872120  1.335
C  -2.015174  4.498242  4.142180  -1.082
H  2.801416  4.039392  5.144700  0.303
H  3.885176  2.642162  4.952380  0.381
H  2.558296  2.488872  5.873070  0.535
H  1.942296  1.248272  3.851920  -0.150
H  2.740166  2.373212  2.863210  -1.142
H  0.235616  2.703362  2.557480  -0.815
H  0.784566  4.081742  3.365260  0.528
H  -0.169694  2.972302  5.550620  0.778
H  -0.387944  1.536792  4.721260  0.110
H  -3.790154  3.047652  5.160670  0.393
H  -2.554754  2.124422  6.131970  0.448
H  -4.502024  0.888512  4.892540  0.363
H  -2.974884  0.194642  4.661700  -0.645
H  -4.417774  2.039832  2.782000  -0.052
H  -3.422964  0.544712  2.513460  0.262
H  -2.401214  3.126452  2.119690  -0.677
H  -1.665284  1.480072  2.646610  -0.816
H  -1.363634  4.883822  3.358000  0.163
H  -1.756454  4.864582  5.135640  0.425
H  -3.044064  4.804152  3.952690  0.581
C  -5.106604  0.972492  -0.792200  -0.159
C  -6.320944  1.470832  -0.130560  -0.803
C  -6.871984  0.593232  0.965600  0.284
C  -8.164634  1.162502  1.657250  -1.340
N  -8.727554  0.320472  2.960240  0.076
C  -9.897704  1.065282  3.547040  -0.550
C  -9.981024  0.869142  5.095460  -0.624
C  -8.714944  0.010682  5.348760  -0.801
C  -7.789644  0.309832  4.155100  -0.450
C  -9.050704  -1.150918  2.491880  -0.822
H  -4.371654  0.902702  0.009720  -0.171
H  -4.738254  1.736572  -1.476740  0.137
H  -5.175254  0.013152  -1.305100  0.296
H  -7.054524  1.586272  -0.928460  0.565
H  -6.070464  2.476852  0.206010  0.178
H  -6.157734  0.361062  1.755570  0.120
H  -6.998874  -0.325448  0.392870  0.187
H  -9.105824  1.241252  1.113130  0.558
H  -7.895684  2.122002  2.098970  0.343
H  -10.815094  0.793882  3.024700  0.488
H  -9.736594  2.116232  3.306960  0.364
H  -10.890704  0.393112  5.461510  0.335
H  -9.841684  1.832852  5.585320  0.333
H  -8.925524  -1.057798  5.394800  0.359
H  -8.310584  0.239572  6.334760  0.411
H  -7.003934  -0.393368  3.878910  0.424
H  -7.374494  1.314152  4.239330  0.228
H  -8.140474  -1.712948  2.700940  0.285
H  -9.402934  -1.055348  1.464800  0.295
H  -9.776834  -1.429968  3.255410  0.503
C  3.825766  -3.560858  -0.002540  -0.928
C  3.702926  -4.741898  0.906550  0.397
C  4.700686  -4.514678  2.159470  -1.019
C  5.055316  -5.738908  3.019260  -1.017
N  5.659176  -5.429478  4.400340  0.152
C  6.232226  -6.679608  5.170110  -0.674
C  4.998506  -7.570558  5.532940  -0.629
C  4.028096  -6.421528  6.092840  -0.707
C  4.511506  -5.082218  5.446960  0.093
C  6.741326  -4.268028  4.440640  -0.917
H  3.257916  -2.670988  0.269070  -0.118
H  3.364986  -3.684958  -0.982530  -0.159
H  4.888916  -3.337578  -0.091740  0.769
H  3.917136  -5.708128  0.449810  0.169
H  2.671896  -4.774588  1.258690  0.089
H  4.144436  -3.798438  2.764200  0.267
H  5.647126  -4.063698  1.861180  0.541
H  5.708036  -6.432218  2.488800  0.415
H  4.111176  -6.234888  3.244410  0.459
H  6.673046  -6.345148  6.109210  0.394
H  7.087366  -7.180468  4.716280  0.477
H  5.069996  -8.347908  6.293680  0.462
H  4.619826  -8.047948  4.629180  0.249
H  4.088356  -6.344768  7.178460  0.458
H  3.029726  -6.794298  5.863920  0.284
H  4.853936  -4.405588  6.229920  0.645
H  3.725816  -4.540838  4.920000  -0.457
H  6.466836  -3.365598  3.894400  0.360
H  7.727566  -4.644798  4.169580  0.382
H  6.743916  -3.968788  5.488750  0.427
C  0.244146  -4.095128  -1.457100  0.703
C  -0.011204  -5.241178  -2.501470  -1.045
C  -0.139324  -6.594088  -1.859860  -0.789
C  1.082776  -6.982098  -0.955980  -0.844
N  1.403926  -8.480328  -0.761830  0.654
C  1.379886  -9.445988  -1.977290  -0.496
C  0.905396  -10.820598  -1.603150  -0.727
C  0.082046  -10.617358  -0.293190  -0.582
C  0.299376  -9.137848  0.111970  -0.609
C  2.828246  -8.526288  -0.086950  -1.031
H  -0.060574  -3.112418  -1.817010  -0.097
H  1.318396  -3.971648  -1.319890  -0.305
H  -0.260864  -4.290478  -0.511100  0.021
H  0.810366  -5.257808  -3.217610  0.556
H  -0.922174  -4.979458  -3.039730  0.482
H  -0.468924  -7.351558  -2.570980  0.635
H  -1.032944  -6.600038  -1.235760  0.014
H  1.044976  -6.584518  0.058220  0.338
H  1.953176  -6.526358  -1.428000  0.375
H  2.386036  -9.370428  -2.389670  0.456
H  0.658316  -9.080898  -2.708150  0.258
H  1.773166  -11.476318  -1.531800  0.365
H  0.235376  -11.252248  -2.346700  0.371
H  0.544036  -11.242288  0.471090  0.285
H  -0.959204  -10.897798  -0.452140  0.405
H  0.578436  -8.954468  1.149570  0.451
H  -0.673264  -8.673268  -0.049970  0.165
H  3.094046  -9.577568  0.023710  0.461
H  2.841776  -8.029748  0.883290  0.318
H  3.396486  -7.928568  -0.799640  0.431
C  3.751536  12.662642  -6.185390  -1.291
C  3.097256  11.591422  -5.314410  -0.501
C  4.070796  10.480622  -4.903000  -0.610
C  3.248286  9.333272  -4.316180  -0.879
N  3.986576  7.966452  -4.436820  0.485
C  3.858376  7.266262  -5.781260  -0.657
C  4.016516  5.737652  -5.580520  -0.936
C  3.610066  5.578072  -4.136600  0.593
C  3.382436  6.989632  -3.479390  -1.347
C  5.444396  8.205262  -3.982600  -0.943
H  4.095856  13.461472  -5.528560  0.339
H  3.060606  13.191242  -6.842130  0.360
H  4.608306  12.333432  -6.773310  0.372
H  2.288686  11.194742  -5.928370  0.380
H  2.766766  12.054422  -4.384620  0.329
H  4.857906  10.934512  -4.300890  0.378
H  4.524746  10.070552  -5.805150  0.425
H  2.284486  9.217602  -4.811980  0.379
H  3.040286  9.519892  -3.262610  0.408
H  4.561586  7.684602  -6.501390  0.433
H  2.881106  7.597572  -6.132350  0.409
H  5.071236  5.504982  -5.727260  0.375
H  3.506076  5.139552  -6.335390  0.423
H  4.447176  5.106072  -3.622240  -0.040
H  2.700866  4.984562  -4.040640  0.014
H  3.836676  7.055602  -2.490750  0.492
H  2.308066  7.173112  -3.466300  0.425
H  5.535976  8.895472  -3.143960  0.385
H  5.954086  8.699922  -4.809420  0.423
H  5.856276  7.247382  -3.664900  0.363
C  -3.240414  -6.272748  6.425030  -1.345
C  -2.676074  -4.814098  6.360450  -0.495
C  -1.683684  -4.543998  5.173940  -0.650
C  -1.145734  -3.078728  5.115790  -0.695
N  -0.185604  -2.650828  3.999160  1.173
C  -0.046384  -1.139738  3.862770  -0.215
C  0.507056  -0.812828  2.466080  0.498
C  -0.137494  -1.905208  1.561150  0.865
C  -0.722234  -2.943938  2.608020  -1.304
C  1.166226  -3.424158  4.168270  -1.355
H  -2.553884  -7.086238  6.659580  0.370
H  -3.768964  -6.487148  5.496180  0.321
H  -3.936084  -6.383208  7.256870  0.404
H  -2.231594  -4.490848  7.301750  0.414
H  -3.548804  -4.205938  6.122550  0.307
H  -2.076944  -4.662928  4.164330  0.410
H  -0.880364  -5.276928  5.248680  0.315
H  -0.503324  -2.780818  5.944440  0.609
H  -1.965314  -2.366318  5.209940  0.103
H  0.715496  -0.760168  4.543630  0.615
H  -0.988504  -0.657938  4.124270  -1.249
H  1.592706  -0.829988  2.561870  0.265
H  0.221246  0.213562  2.235990  -0.277
H  0.576526  -2.316758  0.847770  -0.497
H  -0.959624  -1.378348  1.076770  0.022
H  -0.484114  -3.949438  2.261070  0.519
H  -1.807824  -2.890408  2.690140  0.425
H  1.767786  -3.253208  3.275520  0.360
H  0.967916  -4.465738  4.421030  0.432
H  1.762216  -2.957138  4.952360  0.332
C  3.537666  -2.171338  -5.140590  -1.762
C  3.892746  -2.563778  -3.691770  0.701
C  4.779136  -1.512748  -3.056450  -1.220
C  4.097136  -0.186738  -2.957050  0.006
N  4.578576  0.745592  -1.784280  0.533
C  4.229746  0.152912  -0.442350  -0.114
C  3.754186  1.263842  0.475760  0.649
C  3.727426  2.587102  -0.263420  1.023
C  3.775906  2.092302  -1.781800  -0.029
C  6.169886  0.989442  -1.924330  -0.927
H  3.080486  -1.200708  -5.332820  0.262
H  2.841956  -2.827478  -5.663620  0.467
H  4.427166  -2.221648  -5.768560  0.491
H  4.350486  -3.551768  -3.741320  0.673
H  2.983556  -2.791248  -3.135240  -0.689
H  5.692376  -1.253818  -3.592210  0.404
H  5.063576  -1.823358  -2.051100  0.512
H  3.015436  -0.270368  -2.852060  -0.606
H  4.275806  0.397542  -3.859710  0.732
H  5.033396  -0.479978  -0.065920  0.618
H  3.403156  -0.531138  -0.634530  -0.311
H  4.348036  1.340032  1.386600  0.419
H  2.725146  0.987712  0.705800  -1.050
H  4.677586  3.120912  -0.244700  -0.105
H  2.869616  3.232642  -0.074930  -0.435
H  4.253706  2.816052  -2.442100  0.601
H  2.752226  1.922262  -2.115340  -0.821
H  6.295906  1.650542  -2.781750  0.426
H  6.720496  0.078712  -2.159930  0.324
H  6.592806  1.372532  -0.995630  0.368

Forces on atoms 1 to 2 (eV/Å):
1.527 1.146 -1.679
0.695 3.761 0.786